C10H16CuF2N6S | ωB97M-V/def2-TZVPD

Properties
Frontier orbital gap (spin up / spin down) = 7.274 / 7.249 eV
E_HOMO (spin up / spin down) = -7.09 / -7.07 eV
Expectation value of S² = 0.75
Relative energy (zero: lowest compared OMol25 entry of this formula, charge and spin) = 89.4 kJ/mol

```
! wB97M-V def2-TZVPD RIJCOSX def2/J DEFGRID3
* xyz 0 2
Cu 0.0950 0.0381 -1.5971
S 2.1287 -0.1862 0.0090
C 1.5003 -1.7586 -0.2390
C 1.9857 -2.9932 0.3555
C 1.5229 -4.1772 -0.0895
C 0.4195 -4.2805 -0.9503
C -0.0514 -3.0873 -1.4610
N 0.4566 -1.8992 -1.1156
H 2.8699 -3.0301 0.9067
H 2.0379 -5.0884 0.2124
H -0.0501 -5.1021 -1.3637
H -0.8662 -3.1071 -2.1906
C -0.4183 2.2175 3.2754
N -0.5803 1.0798 2.3145
C -0.5382 -0.3130 2.7985
C -0.5896 1.2356 1.0109
N -0.9349 0.3671 0.1761
N -0.1510 2.4836 0.5799
C -0.2749 2.9071 -0.7767
N -0.5072 4.2317 -0.9054
N -0.0548 2.0792 -1.7015
H 0.5855 2.6096 3.3754
H -0.7942 1.7933 4.2369
H -1.0304 3.1537 3.0578
H -0.0298 -0.4077 3.6662
H -0.0461 -0.9101 2.0118
H -1.5739 -0.7093 3.1095
H -1.2486 -0.5330 0.6586
H 0.0210 3.1910 1.2592
H -1.2020 4.6690 -0.3565
H -0.2192 4.7096 -1.7406
H -0.2667 2.3879 -2.6789
F -0.4443 0.7818 -4.3600
C -0.3679 -0.3952 -3.6016
F -1.6182 -0.9129 -3.6733
H 0.2350 -1.0446 -4.2132
*
```

Here are the Löwdin charges for atoms 1 to 2, given in e: 0.363 0.590

C10H16FIO4S | ωB97M-V/def2-TZVPD

Properties
Frontier orbital gap = 9.330 eV
E_HOMO = -9.58 eV

```
! wB97M-V def2-TZVPD RIJCOSX def2/J DEFGRID3
* xyz 0 1
C -1.6369 -1.8470 -2.3674
C -0.2764 -1.4764 -2.9907
C 0.8081 -1.0367 -1.9917
O 1.1314 0.3489 -2.1231
C 0.5683 1.2645 -1.2209
C 1.3070 1.3254 0.1330
I 3.0596 2.7198 -0.2474
O 1.9166 0.1486 0.5493
C 2.1264 0.2225 1.9047
O 2.7956 -0.5504 2.5162
O 1.4790 1.2909 2.4019
C 0.5728 1.7845 1.4065
S 0.4413 3.5919 1.4796
C -0.8573 1.1888 1.7313
F -0.9567 1.2179 3.1287
C -1.2667 -0.2141 1.3022
C -0.5589 -1.3735 2.0239
H -2.0764 -2.6977 -2.8950
H -2.3579 -1.0289 -2.4215
H -1.5194 -2.1660 -1.3282
H -0.3926 -0.6734 -3.7205
H 0.0999 -2.3630 -3.5084
H 0.5254 -1.2796 -0.9658
H 1.7377 -1.5771 -2.1862
H -0.5113 1.1236 -1.0789
H 0.6924 2.2407 -1.6895
H -0.5233 3.5754 2.4114
H -1.5814 1.9247 1.3791
H -2.3344 -0.2798 1.5370
H -1.1965 -0.3373 0.2254
H -1.2279 -2.2392 2.0330
H 0.3449 -1.6961 1.5103
H -0.3323 -1.1322 3.0615
*
```

Here are the Löwdin charges for atoms 1 to 2, given in e: -0.103 -0.201

C10H16N | ωB97M-V/def2-TZVPD

Properties
Frontier orbital gap = 9.585 eV
E_HOMO = -13.88 eV
Relative energy (zero: lowest compared OMol25 entry of this formula, charge and spin) = 579.5 kJ/mol

```
! wB97M-V def2-TZVPD RIJCOSX def2/J DEFGRID3
* xyz 1 1
C 0.2695 -1.5403 -2.0768
C -1.8776 1.9096 1.6592
C -1.9391 1.2112 0.1833
C -1.5346 0.5219 2.2228
C 1.0579 -1.4697 0.5807
C 2.5055 -1.0733 -3.1169
C -1.1773 0.0095 0.8397
C 0.3100 -0.0757 0.3844
C 0.5533 -1.0808 -0.7024
C 1.1804 1.1704 0.6907
N 1.6615 -1.1920 -2.1840
H -0.5131 -1.0346 -2.5418
H -0.0864 -2.5960 -2.1758
H -1.0501 2.5624 1.8666
H -2.7409 2.3735 2.0199
H -2.9404 0.8494 -0.0074
H -1.4620 1.6999 -0.7504
H -0.8024 0.6312 2.9991
H -2.3405 -0.0764 2.6221
H 2.0912 -1.4590 0.7914
H 0.5567 -2.2506 1.0162
H 2.2312 -1.5897 -4.0574
H 3.5157 -0.8343 -3.0361
H -1.5237 -1.0053 0.4873
H 1.3432 1.2039 1.7369
H 0.5882 2.1337 0.3839
H 2.1237 1.0011 0.1646
*
```

Here are the Löwdin charges for atoms 1 to 2, given in e: -0.071 -0.113

C10H16N2 | ωB97M-V/def2-TZVPD

Properties
Frontier orbital gap = 8.306 eV
SMILES = CC1(C)/C=N/C=C\N=C\CCC1
E_HOMO = -7.55 eV
Relative energy (zero: lowest compared OMol25 entry of this formula, charge and spin) = 329.9 kJ/mol

```
! wB97M-V def2-TZVPD RIJCOSX def2/J DEFGRID3
* xyz 0 1
C 0.4224 -0.4873 2.8137
C 0.5752 0.1397 1.3362
C 1.6779 1.1246 1.4863
C 1.2331 -0.9464 0.3968
N 0.6337 -1.2677 -0.6588
C 0.6365 -2.1405 -1.6433
C -0.2769 -1.9817 -2.6766
N -1.3371 -1.0436 -2.6094
C -1.2421 0.2551 -2.3278
C -2.0260 1.1281 -1.4421
C -0.7841 1.4010 -0.4231
C -0.8333 0.6501 0.8705
H -0.6351 -0.7300 2.9278
H 0.9387 0.1154 3.5576
H 0.8944 -1.3785 2.7777
H 2.5870 0.5799 1.9288
H 1.2958 1.8752 2.2623
H 2.0276 1.6005 0.4868
H 2.2016 -1.3703 0.7191
H 1.3146 -2.9554 -1.8193
H -0.3814 -2.6989 -3.3954
H -0.4278 0.7443 -2.7753
H -2.9430 0.8438 -0.9049
H -2.2043 2.1296 -1.9174
H 0.0651 1.0124 -0.9229
H -0.6475 2.4471 -0.2144
H -1.4935 1.2296 1.6110
H -1.2715 -0.2761 0.5562
*
```

Here are the Löwdin charges for atoms 1 to 2, given in e: -0.021 -0.501

C10H16N2 | ωB97M-V/def2-TZVPD

Properties
Frontier orbital gap = 7.955 eV
E_HOMO = -7.93 eV
Relative energy (zero: lowest compared OMol25 entry of this formula, charge and spin) = 206.4 kJ/mol

```
! wB97M-V def2-TZVPD RIJCOSX def2/J DEFGRID3
* xyz 0 1
C 3.4739 -0.1562 -0.1369
C 2.8370 -1.4906 0.1154
C -0.7674 1.8776 -0.0220
C 0.7444 2.1176 -0.1602
C -1.3530 0.5634 -0.5068
C 1.5622 0.9373 0.3625
C 0.7804 -0.6456 -0.4880
C -0.6481 -0.6303 0.0131
C -1.2848 -1.9641 -0.5918
C -0.8973 -0.6889 1.4825
N 2.9099 0.9739 -0.0724
N 1.5997 -1.7301 -0.1232
H 4.4059 -0.1621 -0.7160
H 3.5013 -2.3497 0.2985
H -0.9862 1.9329 1.0490
H -1.2998 2.7424 -0.5317
H 0.9521 2.1945 -1.2819
H 1.2602 2.9088 0.3296
H -2.4303 0.5256 -0.2563
H -1.1732 0.5845 -1.5881
H 1.3123 0.6497 1.3713
H 0.8446 -0.3992 -1.4999
H -0.7419 -2.7472 -0.0917
H -1.0033 -1.9862 -1.6140
H -2.3353 -1.9449 -0.4703
H -2.0196 -0.7225 1.6055
H -0.5772 0.3612 1.7932
H -0.4936 -1.4394 2.0810
*
```

Here are the Löwdin charges for atoms 1 to 2, given in e: -0.139 -0.101

C10H16N2O2 | ωB97M-V/def2-TZVPD

Properties
Frontier orbital gap = 9.704 eV
SMILES = NCCOc1ccccc1OCCN
E_HOMO = -8.84 eV
Relative energy (zero: lowest compared OMol25 entry of this formula, charge and spin) = 455.1 kJ/mol

```
! wB97M-V def2-TZVPD RIJCOSX def2/J DEFGRID3
* xyz 0 1
N 3.0601 -0.8668 -0.2600
C 2.6500 -2.1538 0.3467
C 1.1139 -2.1137 0.6209
O 0.5162 -1.2492 -0.4577
C -0.7988 -0.8684 -0.2655
C -1.8804 -1.5740 -0.8846
C -3.2277 -1.2787 -0.6978
C -3.5993 -0.1467 0.0817
C -2.5808 0.5132 0.7321
C -1.1967 0.1664 0.6132
O -0.2132 0.7773 1.4077
C 0.0934 2.0651 0.8381
C 0.8225 2.0106 -0.6204
N 1.0292 3.3096 -0.9763
H 2.5456 0.1111 0.2958
H 2.3803 -1.0777 -1.2666
H 3.1204 -2.3454 1.3712
H 2.7828 -3.0295 -0.4117
H 0.9630 -1.5886 1.6141
H 0.4647 -3.1830 0.5438
H -1.5859 -2.3885 -1.5274
H -4.0425 -1.8664 -1.1252
H -4.6400 0.2788 0.0215
H -2.6872 1.3458 1.5031
H 0.8103 2.5002 1.6159
H -0.8533 2.7001 0.7355
H 1.7338 1.3730 -0.4368
H 0.1744 1.4364 -1.2562
H 1.6257 3.7595 -0.3166
H 1.4193 3.3831 -1.8385
*
```

Here are the Löwdin charges for atoms 1 to 2, given in e: -0.081 -0.333

C10H16N4STeV | ωB97M-V/def2-TZVPD

Properties
Frontier orbital gap (spin up / spin down) = 7.615 / 7.773 eV
E_HOMO (spin up / spin down) = -15.07 / -15.23 eV
Expectation value of S² = 3.76
Relative energy (zero: lowest compared OMol25 entry of this formula, charge and spin) = 0.0 kJ/mol

```
! wB97M-V def2-TZVPD RIJCOSX def2/J DEFGRID3
* xyz 2 4
V 0.8264 -0.1149 -0.4579
C 1.7976 -0.3412 3.8063
C 1.5585 0.0256 2.3807
N 1.1797 -0.8167 1.4846
N 0.9596 -2.1319 1.7813
C 0.2941 -2.8951 0.8808
N 0.0547 -4.1518 1.2085
S -0.2540 -2.2909 -0.6176
C 1.7326 1.4258 1.8889
C 2.2226 2.4196 2.7144
C 2.3129 3.7231 2.2272
C 1.9010 3.9835 0.9375
C 1.4422 2.9274 0.1609
N 1.3670 1.6757 0.6082
H 1.0603 -1.0682 4.1507
H 1.7181 0.5142 4.4675
H 2.7963 -0.7704 3.9268
H 1.2271 -2.4849 2.6892
H 0.3313 -4.5631 2.0876
H -0.4464 -4.7382 0.5582
H 2.5360 2.2052 3.7237
H 2.6930 4.5126 2.8608
H 1.9333 4.9788 0.5180
H 1.1275 3.0943 -0.8627
C 3.2559 -1.8460 -2.9456
Te 2.6320 0.1481 -2.5449
C 4.4205 0.8570 -1.6313
H 3.9354 -1.8204 -3.7915
H 2.3639 -2.4152 -3.1933
H 3.7394 -2.2594 -2.0657
H 4.8191 0.0872 -0.9771
H 4.1691 1.7472 -1.0602
H 5.1294 1.1042 -2.4149
*
```

Here are the Löwdin charges for atoms 1 to 2, given in e: 0.497 0.020

C10H16NO2P | ωB97M-V/def2-TZVPD

Properties
Frontier orbital gap = 9.533 eV
SMILES = OP(O)c1ccccc1.[H]/N=C(\C)CC
E_HOMO = -8.75 eV
Relative energy (zero: lowest compared OMol25 entry of this formula, charge and spin) = 0.0 kJ/mol

```
! wB97M-V def2-TZVPD RIJCOSX def2/J DEFGRID3
* xyz 0 1
O 1.1147 -2.2409 3.2552
P 0.5962 -2.0620 1.6948
O -0.9477 -1.9854 2.2680
C 1.1900 -0.2676 1.4022
C 2.4398 0.0021 0.7329
C 2.9539 1.2536 0.5924
C 2.3421 2.3172 1.2757
C 1.1163 2.1012 1.8805
C 0.5592 0.7898 1.9833
H 0.4719 -1.8771 3.8773
H -1.5158 -1.9733 1.4751
H 3.0864 -0.8387 0.3598
H 4.0089 1.2665 0.0893
H 2.5708 3.3178 1.0750
H 0.6973 3.0559 2.0700
H -0.4480 0.5763 2.2317
H -0.6138 -2.7631 -0.6538
N -1.1547 -1.8549 -0.5559
C -0.8254 -0.8952 -1.3101
C 0.3431 -1.1157 -2.2414
C -1.7301 0.3127 -1.4738
C -2.8037 0.3137 -0.3795
H 0.6538 -0.3479 -3.0502
H 1.2352 -1.4900 -1.7451
H 0.0810 -1.9548 -2.8603
H -2.0938 0.3003 -2.4768
H -1.0691 1.2791 -1.3824
H -2.2730 0.7689 0.5442
H -3.7581 0.8925 -0.5341
H -3.0807 -0.7999 -0.1002
*
```

Here are the Löwdin charges for atoms 1 to 2, given in e: -0.304 0.847